80
Properties=species:S:1:pos:R:3:forces:R:3 method="wB97M-V/def2-TZVPD" multiplicity=1 energy_ev=-84602.714 charge=-1 e_above_lowest_kcal_mol=0.00 gap_ev=7.2 e_homo_ev=-4.6 molar_mass_g_mol=640.88
Ca -0.282 -0.339 0.457 -0.3426 0.2001 0.2711
C -2.981 4.823 2.178 0.0082 0.0793 0.0151
Si -2.398 3.427 1.041 -0.0705 -0.0395 0.0437
C -1.443 4.306 -0.342 0.0297 0.0179 -0.0717
C -4.020 2.755 0.305 -0.0339 0.0060 -0.0404
C -1.423 2.072 1.783 0.0228 0.0092 -0.0956
C -0.008 2.327 1.944 0.1841 -0.1153 0.0141
C 0.581 3.603 2.140 0.0531 0.0690 -0.0060
C 1.943 3.741 2.273 -0.1307 0.0061 -0.0151
C 2.771 2.618 2.230 -0.0145 0.0082 0.0125
C 2.156 1.405 2.025 -0.0348 0.0327 -0.0028
N 0.837 1.262 1.870 0.1183 -0.1463 -0.0189
Si -2.253 0.953 2.971 0.0414 -0.1108 0.0090
C -1.044 -0.133 3.920 -0.0089 -0.0394 0.0828
C -3.236 1.871 4.297 -0.0707 0.0349 0.0417
C -3.529 -0.197 2.172 -0.0271 -0.0522 -0.0013
H -3.528 5.581 1.607 0.0108 -0.0109 0.0124
H -2.132 5.320 2.658 -0.0515 -0.0047 -0.0006
H -3.639 4.455 2.968 0.0237 0.0086 -0.0118
H -2.111 4.590 -1.163 0.0274 0.0115 0.0172
H -0.626 3.706 -0.752 -0.0221 0.0197 0.0188
H -1.003 5.233 0.034 -0.0031 -0.0314 -0.0153
H -4.411 3.431 -0.464 0.0090 -0.0194 0.0376
H -4.791 2.680 1.079 0.0487 -0.0108 -0.0091
H -3.916 1.755 -0.124 -0.0190 0.0161 -0.0190
H -0.055 4.475 2.214 0.0063 -0.0294 -0.0095
H 2.367 4.727 2.423 0.0088 0.0031 0.0019
H 3.845 2.691 2.327 0.0001 -0.0029 0.0038
H 2.732 0.487 1.949 0.0321 0.0190 0.0171
H -0.315 0.490 4.447 0.0024 -0.0278 -0.0437
H -0.487 -0.867 3.331 -0.0259 0.0576 0.0263
H -1.612 -0.689 4.674 0.0283 -0.0039 -0.0254
H -2.615 2.617 4.802 -0.0194 -0.0189 -0.0201
H -3.610 1.171 5.052 -0.0013 0.0307 -0.0275
H -4.100 2.390 3.869 0.0313 -0.0157 0.0306
H -3.109 -0.866 1.410 -0.0177 0.0220 0.0278
H -4.335 0.372 1.703 0.0265 -0.0230 -0.0095
H -3.994 -0.826 2.941 0.0259 0.0233 -0.0203
O 0.226 -2.265 1.457 -0.0943 -0.0554 -0.1668
C 0.647 -3.322 0.817 -0.0137 0.0072 -0.0480
C 1.669 -4.119 1.385 -0.0099 0.0439 0.0211
C 2.173 -5.231 0.754 -0.0299 0.0105 -0.0047
C 1.670 -5.624 -0.487 0.0336 -0.0017 0.0192
C 0.663 -4.877 -1.056 -0.0469 0.0102 -0.0096
C 0.131 -3.732 -0.445 0.0722 -0.0837 0.0803
C -0.964 -3.025 -1.119 -0.1560 0.0251 -0.1855
N -1.781 -2.087 -0.648 0.2591 0.1504 0.1630
C -2.685 -1.806 -1.649 0.0520 0.0110 -0.0145
C -2.413 -2.556 -2.747 0.0311 -0.0095 0.0412
N -1.327 -3.323 -2.399 0.0330 0.0313 -0.0182
H 2.044 -3.804 2.350 0.0030 0.0054 -0.0007
H 2.959 -5.807 1.229 0.0016 0.0012 -0.0030
H 2.050 -6.502 -0.991 -0.0006 0.0048 0.0069
H 0.263 -5.223 -2.003 -0.0182 0.0245 0.0065
H -3.462 -1.071 -1.516 0.0036 -0.0014 0.0128
H -2.863 -2.604 -3.723 0.0038 0.0076 0.0053
H -0.797 -3.897 -3.030 -0.0221 -0.0031 0.0300
O 0.009 -0.816 -5.492 -0.0387 0.0249 -0.0918
C -0.930 0.078 -5.258 -0.0908 -0.1119 0.0516
O -1.705 0.449 -6.113 0.0509 0.0367 -0.0171
C -1.048 0.593 -3.865 0.0855 0.0099 0.0354
C -2.044 1.462 -3.482 -0.0832 0.0532 0.1057
N -1.910 1.656 -2.162 -0.0716 0.0136 -0.0532
N -0.876 0.988 -1.649 0.0628 -0.1489 -0.1264
C -0.336 0.335 -2.669 -0.0038 0.0277 -0.1071
C 0.865 -0.534 -2.400 0.0214 -0.0711 0.0639
O 1.303 -1.210 -3.348 0.1098 -0.0267 0.0707
O 1.315 -0.502 -1.222 -0.0775 0.0136 -0.0931
H 0.552 -1.012 -4.653 0.0325 0.0556 0.0413
H -2.818 1.930 -4.065 0.0033 -0.0071 -0.0011
H -2.455 2.251 -1.557 0.0083 0.0048 -0.0132
O -2.150 -3.455 2.659 -0.0669 0.0062 0.0904
H -1.384 -3.007 2.260 0.1215 -0.0067 -0.0352
H -2.758 -2.739 2.861 -0.0013 -0.0127 -0.0401
C 3.029 2.152 -2.398 -0.0423 0.0084 0.0188
O 2.059 2.478 -1.420 0.0302 0.0665 -0.0009
H 3.949 1.767 -1.949 0.0292 -0.0208 0.0105
H 3.264 3.069 -2.937 0.0068 0.0223 -0.0150
H 2.662 1.413 -3.116 0.0042 -0.0078 -0.0176
H 1.805 1.656 -0.984 -0.0366 -0.0804 -0.0313

22
Properties=species:S:1:pos:R:3:forces:R:3 method="wB97M-V/def2-TZVPD" multiplicity=1 energy_ev=-15239.247 charge=+1 e_above_lowest_kcal_mol=89.99 gap_ev=9.7 e_homo_ev=-13.4 molar_mass_g_mol=119.26
C 2.991 -0.863 -0.240 -0.5480 -1.3702 1.8017
C -2.156 -1.368 -0.222 -0.6737 -0.2534 -1.0707
C 2.307 0.363 0.315 2.2117 2.2092 0.5136
C -0.023 1.065 0.803 -4.8250 1.9890 0.1714
N -1.620 1.385 -0.501 3.4980 -3.1472 3.2942
N 0.871 0.261 0.067 -0.9342 -2.7536 -2.7701
Si -2.989 0.286 -0.116 2.1075 1.4892 -0.1814
H 2.692 -1.800 0.398 0.3650 1.5195 -1.4726
H 2.685 -0.933 -1.292 0.4541 -0.4682 0.1910
H 4.069 -0.773 -0.105 -0.0884 0.0163 -0.4101
H -3.015 -1.985 0.093 0.8899 -0.7483 0.0814
H -1.967 -1.565 -1.318 -0.4679 0.2896 1.0455
H -1.196 -1.578 0.250 -0.5246 -0.2017 0.6820
H 2.738 1.289 -0.186 -0.9924 -1.0136 0.0611
H 2.506 0.671 1.380 -0.5034 -1.1463 -0.7270
H -0.528 0.453 1.637 1.0398 1.4340 -1.1823
H 0.424 2.064 1.058 -0.7236 -1.1744 -0.1617
H -1.522 2.333 -0.705 -0.2018 1.8852 -0.0405
H 0.636 0.247 -0.960 0.4298 1.3769 0.5176
H 0.544 -0.729 0.126 0.6435 0.3521 1.0187
H -3.980 0.661 0.920 0.3682 -0.3399 0.1951
H -3.466 0.516 -1.404 -1.5245 0.0560 -1.5568

10
Properties=species:S:1:pos:R:3:forces:R:3 method="wB97M-V/def2-TZVPD" multiplicity=1 energy_ev=-10788.310 smiles="O=COc1co[nH]1" e_above_lowest_kcal_mol=101.25 gap_ev=9.7 e_homo_ev=-8.9 molar_mass_g_mol=101.06
O 1.417 -0.945 1.365 0.1835 0.1810 -0.3477
C 1.849 -0.380 0.404 0.0727 -0.1726 0.3544
O 1.108 0.370 -0.442 -0.0875 0.0887 0.0351
C -0.228 0.325 -0.221 -0.0304 -0.1085 0.0869
C -1.153 -0.199 0.579 0.1392 -0.0416 0.1186
O -2.193 0.251 -0.252 -0.1871 0.2883 0.0633
N -1.190 0.941 -1.050 0.2083 0.0709 -0.2433
H 2.885 -0.379 0.054 0.0141 -0.0043 0.0875
H -1.285 -0.590 1.575 -0.0579 -0.1057 -0.2910
H -1.209 0.606 -2.014 -0.2549 -0.1962 0.1362

70
Properties=species:S:1:pos:R:3:forces:R:3 method="wB97M-V/def2-TZVPD" multiplicity=1 energy_ev=-45962.410 charge=-1 e_above_lowest_kcal_mol=261.77 gap_ev=7.3 e_homo_ev=-4.7 molar_mass_g_mol=443.54
C -1.781 4.836 0.149 0.1508 -0.8178 -0.4620
C -0.666 3.603 -0.046 -0.6528 -1.8697 4.1612
O -0.564 2.767 0.988 0.2228 4.5241 -5.8242
N 0.123 3.614 -1.319 0.8297 -1.2445 3.0374
C 1.601 3.403 -1.144 4.2027 2.9588 -3.5580
C 2.353 2.256 -0.248 -0.4435 0.7911 0.8242
O 2.420 4.232 -1.850 -5.1580 -5.0057 4.3089
C -0.483 2.820 -2.445 -3.4891 2.6129 -1.1402
C -1.208 3.944 -3.416 -1.7534 2.2155 -2.8723
C -1.969 3.572 -4.860 0.3915 4.4120 1.6878
C -2.610 4.840 -5.656 1.1004 -0.7378 1.8578
N -2.654 6.293 -5.325 2.5219 -3.2312 3.1410
C -1.962 6.697 -4.068 0.5039 -5.1953 -0.5267
C -1.246 5.570 -3.133 -0.9464 -0.1604 -1.5696
P -1.900 1.664 -1.894 1.5707 -4.3863 1.4947
O -1.434 0.523 -0.853 -1.7726 4.2384 -3.1949
O -2.374 0.747 -3.341 1.0038 1.4733 1.6404
O -3.362 2.490 -1.388 2.1510 -1.5497 0.8060
H -2.526 4.885 -0.754 1.6168 -0.1016 1.5901
H -1.184 5.846 0.196 -1.2100 -1.9935 0.0649
H -2.405 4.606 1.130 1.6198 0.5605 -2.0078
H 2.490 2.718 0.845 -0.3395 -0.9411 -2.3616
H 3.420 2.103 -0.702 -2.2414 0.2742 0.7578
H 1.738 1.266 -0.097 1.0893 2.0866 -0.5967
H -2.023 2.463 -5.269 0.0244 2.7290 0.9684
H -3.139 4.549 -6.687 1.2300 0.9272 2.5139
H -1.920 7.829 -3.742 -0.2217 -2.5969 -0.9138
H -0.704 5.976 -2.153 -1.2296 -1.1085 -2.4692
H -1.637 0.123 -3.610 -0.9877 1.3149 1.0070
H -3.372 2.456 -0.366 0.2379 -0.2491 -2.3144
C -0.769 -4.307 3.102 0.2243 -0.0486 -0.0670
C -1.012 -3.145 4.053 -0.1336 -0.0308 0.1236
C -2.459 -2.644 4.035 -0.0393 0.0911 0.0554
C -2.939 -2.081 2.693 0.1128 -0.0603 -0.0528
C -2.109 -0.919 2.139 -0.3395 -0.0225 -0.1108
C -2.123 0.309 3.037 0.2284 0.1544 -0.0529
H -0.949 -4.022 2.062 0.0014 -0.0442 0.0727
H 0.270 -4.644 3.178 -0.1189 -0.0357 -0.0716
H -1.419 -5.153 3.348 0.0233 0.0579 -0.0653
H -0.319 -2.329 3.821 -0.0946 -0.0053 0.0021
H -0.771 -3.474 5.071 -0.0006 0.0822 -0.0622
H -2.576 -1.883 4.814 -0.0050 -0.0209 -0.0623
H -3.124 -3.470 4.321 0.0760 0.0115 0.0102
H -3.979 -1.750 2.810 0.0705 -0.0121 -0.0043
H -2.962 -2.883 1.947 -0.0142 0.0180 0.0594
H -2.516 -0.639 1.160 0.2443 -0.0624 0.0994
H -1.076 -1.235 1.962 -0.0575 0.0004 -0.0472
H -3.147 0.669 3.188 0.0452 -0.0372 0.0516
H -1.544 1.116 2.579 -0.0996 -0.0584 0.0410
H -1.683 0.099 4.016 -0.0664 0.0348 0.0130
C 1.284 -2.145 -0.826 -0.2355 -0.0557 0.0159
C 2.081 -2.450 0.433 0.0814 0.1702 -0.0048
C 3.587 -2.233 0.260 0.0291 -0.0380 0.1268
C 4.260 -3.130 -0.785 -0.0867 0.0393 -0.1217
C 4.099 -4.635 -0.554 0.1167 0.0886 -0.1110
C 4.728 -5.112 0.746 -0.0519 -0.1516 0.0956
H 1.564 -2.804 -1.652 0.0126 0.0340 0.0098
H 0.215 -2.285 -0.638 0.1240 0.1570 -0.1212
H 1.438 -1.108 -1.143 -0.0967 -0.1205 -0.0058
H 1.874 -3.474 0.759 0.0616 0.0046 0.0379
H 1.726 -1.793 1.236 0.0439 -0.1009 -0.0445
H 4.074 -2.373 1.231 0.0287 0.0052 -0.0506
H 3.765 -1.186 -0.017 -0.0515 -0.0994 0.0195
H 5.330 -2.887 -0.810 -0.0631 -0.0495 0.0022
H 3.875 -2.884 -1.781 0.0190 0.0099 0.0966
H 4.575 -5.166 -1.387 -0.0906 0.0554 0.0425
H 3.041 -4.916 -0.577 0.0431 0.0734 -0.0118
H 5.798 -4.882 0.768 -0.1010 0.0050 0.0433
H 4.612 -6.196 0.844 0.0611 0.0703 0.0728
H 4.257 -4.648 1.618 0.0769 -0.0385 -0.0735